## w
Below is 2 unconnected molecules or ions with the total composition BrClFNO, with properties calculated with wB97M-V/def2-TZVPD.

HOMO energy (spin up / spin down)	-10.26 / -10.25	eV
gap between HOMO and LUMO (spin up / spin down)	7.5 / 7.5	eV

Atoms and positions in Å:
N: -0.51 0.22 0.39
O: 0.22 0.84 -0.48
F: 0.12 -1.93 -0.01
Cl: 1.87 0.96 0.05
Br: -2.22 0.13 -0.02

Computed Löwdin charges, given in elementary charges: N -0.543; O -0.609; F -0.486; Cl 0.736; Br 0.901

---

## x
Below is BrClFNO in the gas phase, with properties calculated with wB97M-V/def2-TZVPD.

HOMO energy (spin up / spin down)	-9.63 / -9.63	eV
gap between HOMO and LUMO (spin up / spin down)	6.7 / 6.7	eV

Atoms and positions in Å:
N: 1.15 -0.05 0.34
O: -1.45 1.20 0.56
F: 2.15 0.19 -0.73
Cl: -1.96 0.05 -0.28
Br: 0.12 -1.39 0.12

Computed Löwdin charges, given in elementary charges: N -0.466; O -0.750; F -0.220; Cl 0.549; Br 0.887

---

Most stable of them? w.

---

## w
Below is 2 unconnected molecules or ions with the total composition C9H11OP, with properties calculated with wB97M-V/def2-TZVPD.

HOMO energy (spin up / spin down)	-8.51 / -8.51	eV
gap between HOMO and LUMO (spin up / spin down)	8.4 / 8.4	eV

Atoms and positions in Å:
C: -2.08 2.03 0.24
C: -0.82 2.53 0.26
C: -2.25 0.69 0.12
C: 0.35 1.69 -0.07
C: -1.15 -0.23 -0.17
C: 0.07 0.36 -0.31
C: 2.30 -3.14 0.34
C: 1.75 2.27 -0.09
C: -1.47 -1.68 -0.29
O: 1.52 -0.97 -0.70
P: 2.12 -1.53 0.69
H: -2.85 2.74 0.57
H: -0.66 3.60 0.56
H: -3.23 0.18 0.22
H: 2.81 -3.85 1.02
H: 2.07 -3.67 -0.71
H: 2.09 2.90 -0.92
H: 1.95 2.99 0.87
H: 2.43 1.34 0.00
H: -2.49 -1.78 -0.60
H: -0.90 -2.24 -1.00
H: -1.36 -2.06 0.75

Löwdin population analysis, charges in e, atoms 1 to 6: C -0.121; C -0.036; C -0.028; C -0.224; C -0.241; C 0.042

---

## x
Below is a molecular structure, C9H11OP, with properties calculated with wB97M-V/def2-TZVPD.

HOMO energy	-7.80	eV
gap between HOMO and LUMO	8.0	eV

Atoms and positions in Å:
C: 2.81 1.14 0.08
C: 2.50 0.27 1.27
C: 1.71 2.05 -0.19
C: 1.24 -0.23 1.24
C: 0.50 1.54 -0.16
C: 0.20 0.22 0.26
C: -1.85 -0.04 -1.18
C: -1.32 -1.76 0.43
C: -0.90 -0.47 -0.12
O: 4.29 -0.99 -0.92
P: 2.93 -0.44 -0.91
H: 3.76 1.72 0.28
H: 3.29 -0.12 2.02
H: 2.03 2.97 -0.61
H: 0.84 -0.93 2.11
H: -0.43 2.16 -0.43
H: -2.80 0.17 -0.84
H: -1.90 -0.85 -1.87
H: -1.48 0.94 -1.61
H: -0.60 -2.08 1.15
H: -1.45 -2.44 -0.54
H: -2.36 -1.63 0.66

Löwdin population analysis, charges in e, atoms 1 to 6: C -0.475; C -0.194; C -0.123; C -0.095; C -0.106; C -0.260

---

Most stable of them? x.

---

## w
Below is 5 unconnected molecules or ions with the total composition C7H23NO4, with properties calculated with wB97M-V/def2-TZVPD.

SMILES	CCC/C(=C/N)CC.O.O.O.O
HOMO energy	-8.08	eV
gap between HOMO and LUMO	8.8	eV

Atoms and positions in Å:
C: -0.21 -2.03 3.67
C: -0.19 -0.97 2.57
C: -0.41 -1.59 1.20
C: -0.37 -0.56 0.10
C: 0.56 -0.66 -0.86
N: 0.60 0.16 -2.02
C: -1.42 0.53 0.15
C: -0.85 1.85 0.63
H: 0.59 -2.79 3.58
H: -0.06 -1.57 4.66
H: -1.16 -2.56 3.67
H: 0.82 -0.42 2.66
H: -0.95 -0.25 2.76
H: 0.34 -2.42 1.01
H: -1.48 -2.08 1.14
H: 1.33 -1.47 -0.84
H: 1.55 0.51 -2.32
H: -0.02 0.92 -2.05
H: -2.23 0.27 0.80
H: -1.81 0.68 -0.86
H: -0.37 1.78 1.60
H: -1.62 2.68 0.67
H: -0.06 2.28 -0.04
H: 1.50 0.84 0.76
H: 2.72 0.12 1.27
O: 2.44 0.96 0.98
H: -0.54 -0.75 -3.51
H: -1.81 -1.49 -3.48
O: -1.33 -0.86 -3.97
H: -1.88 0.72 -3.44
H: -2.03 2.21 -3.65
O: -1.91 1.58 -3.00
H: 2.96 1.38 -0.64
H: 4.10 1.54 -1.65
O: 3.18 1.46 -1.54

Löwdin population analysis, charges in e, atoms 1 to 6: C -0.127; C -0.277; C -0.194; C -0.306; C -0.166; N 0.052

---

## x
Below is 5 unconnected molecules or ions with the total composition C7H23NO4, with properties calculated with wB97M-V/def2-TZVPD.

SMILES	CCC/C(=C/N)CC.O.O.O.O
HOMO energy	-7.88	eV
gap between HOMO and LUMO	8.2	eV

Atoms and positions in Å:
C: 3.12 1.96 2.49
C: 2.12 0.99 1.84
C: 2.31 0.35 0.48
C: 1.19 0.31 -0.55
C: 0.15 1.16 -0.43
N: -1.02 1.06 -1.21
C: 1.20 -0.79 -1.48
C: 1.02 -2.20 -0.69
H: 3.25 2.87 1.90
H: 2.90 2.10 3.53
H: 3.99 1.33 2.67
H: 1.11 1.50 1.89
H: 2.04 0.10 2.65
H: 3.30 0.65 -0.09
H: 2.50 -0.69 0.68
H: 0.14 1.90 0.36
H: -1.59 1.94 -1.33
H: -1.64 0.12 -1.01
H: 2.21 -0.83 -2.08
H: 0.55 -0.72 -2.36
H: 0.57 -2.04 0.30
H: 2.03 -2.67 -0.35
H: 0.43 -2.91 -1.29
H: -2.30 0.43 3.04
H: -3.85 0.38 2.99
O: -3.02 -0.01 2.63
H: -0.89 0.95 -3.02
H: -1.17 1.37 -4.51
O: -1.52 0.82 -3.78
H: -2.03 -1.19 -2.53
H: -3.08 -1.61 -1.51
O: -2.06 -1.65 -1.61
H: -3.80 -0.93 1.03
H: -3.78 -2.44 0.84
O: -4.35 -1.62 0.53

Löwdin population analysis, charges in e, atoms 1 to 6: C -0.124; C -0.277; C -0.185; C -0.307; C -0.160; N -0.037

---

Most stable of them? w.

---

## w
Below is a molecular structure, C42H40GeMgN4O5S2, with properties calculated with wB97M-V/def2-TZVPD.

HOMO energy	-13.43	eV
net charge	+2
gap between HOMO and LUMO	7.2	eV

Atoms and positions in Å:
Mg: 2.63 0.40 -0.04
Ge: -4.23 0.67 2.50
C: -5.14 1.98 1.53
C: -5.84 2.93 2.29
C: -6.53 3.94 1.64
C: -6.51 4.01 0.25
C: -5.80 3.09 -0.50
C: -5.12 2.06 0.13
C: -3.30 -0.84 1.87
C: -2.78 -1.70 2.85
C: -2.11 -2.85 2.48
C: -1.95 -3.15 1.13
C: -2.45 -2.29 0.15
C: -3.12 -1.14 0.51
H: -4.28 0.79 4.01
H: -5.84 2.89 3.37
H: -7.09 4.67 2.22
H: -7.05 4.81 -0.25
H: -5.76 3.17 -1.58
H: -4.55 1.37 -0.47
H: -2.91 -1.48 3.90
H: -1.72 -3.53 3.23
H: -1.44 -4.06 0.84
H: -2.34 -2.54 -0.90
H: -3.49 -0.47 -0.26
N: 3.49 2.00 -1.26
C: 2.19 2.40 -1.78
C: 1.49 3.42 -1.16
C: 0.14 3.58 -1.44
C: -0.50 2.73 -2.33
C: 0.25 1.81 -3.06
C: 1.59 1.63 -2.77
S: -2.29 2.61 -2.37
O: -2.70 2.83 -3.73
O: -2.72 3.61 -1.39
O: -2.51 1.24 -1.88
H: 4.11 1.71 -2.01
H: 3.94 2.79 -0.80
H: 1.97 4.06 -0.43
H: -0.44 4.34 -0.94
H: -0.24 1.20 -3.81
H: 2.17 0.88 -3.31
C: 6.85 -1.63 4.29
C: 5.88 -1.12 3.28
C: 4.72 -1.82 2.96
C: 3.86 -1.33 2.01
N: 4.08 -0.18 1.34
C: 5.20 0.49 1.64
C: 6.11 0.07 2.59
H: 6.36 -2.24 5.04
H: 7.38 -0.82 4.78
H: 7.60 -2.26 3.80
H: 4.48 -2.75 3.47
H: 2.95 -1.86 1.75
H: 5.37 1.42 1.10
H: 6.99 0.66 2.78
N: -2.90 4.20 1.38
C: -2.32 3.48 2.35
O: -2.69 3.42 3.51
C: -1.16 2.63 1.91
C: 0.06 2.67 2.59
C: 1.10 1.90 2.12
N: 0.98 1.08 1.05
C: -0.21 1.00 0.45
C: -1.30 1.77 0.84
H: -3.70 4.76 1.63
H: -2.69 4.07 0.39
H: 0.18 3.30 3.46
H: 2.07 1.92 2.60
H: -0.30 0.35 -0.40
H: -2.20 1.72 0.25
O: 1.97 -1.12 -1.02
S: 2.33 -2.03 -2.22
C: 0.92 -1.96 -3.29
C: -0.28 -1.41 -2.87
C: -1.34 -1.34 -3.77
C: -1.18 -1.84 -5.05
C: 0.03 -2.40 -5.46
C: 1.09 -2.45 -4.58
C: 2.25 -3.67 -1.58
C: 3.47 -4.26 -1.25
C: 3.48 -5.54 -0.71
C: 2.28 -6.21 -0.51
C: 1.07 -5.62 -0.85
C: 1.04 -4.35 -1.39
H: -0.38 -1.01 -1.87
H: -2.26 -0.86 -3.46
H: -2.00 -1.78 -5.76
H: 0.14 -2.77 -6.47
H: 2.05 -2.87 -4.89
H: 4.39 -3.73 -1.43
H: 4.42 -6.01 -0.46
H: 2.29 -7.21 -0.11
H: 0.15 -6.17 -0.71
H: 0.11 -3.89 -1.68

Löwdin population analysis, charges in e, atoms 1 to 6: Mg 0.677; Ge 1.301; C -0.375; C -0.122; C -0.057; C -0.024

---

## x
Below is a molecular structure, C42H40GeMgN4O5S2, with properties calculated with wB97M-V/def2-TZVPD.

HOMO energy	-12.80	eV
net charge	+2
gap between HOMO and LUMO	7.0	eV

Atoms and positions in Å:
Mg: -1.97 -1.64 -1.60
Ge: 3.57 2.35 6.00
C: 5.25 1.55 5.80
C: 6.03 1.43 6.96
C: 7.28 0.85 6.90
C: 7.76 0.39 5.67
C: 6.99 0.50 4.52
C: 5.74 1.08 4.57
C: 2.26 2.84 4.75
C: 1.05 3.33 5.26
C: 0.03 3.71 4.41
C: 0.21 3.60 3.04
C: 1.40 3.13 2.51
C: 2.44 2.74 3.35
H: 3.20 2.66 7.45
H: 5.65 1.78 7.91
H: 7.88 0.75 7.79
H: 8.74 -0.07 5.62
H: 7.36 0.13 3.58
H: 5.15 1.14 3.67
H: 0.91 3.43 6.33
H: -0.89 4.09 4.81
H: -0.60 3.90 2.38
H: 1.60 3.06 1.45
H: 3.36 2.38 2.91
N: -2.05 -1.92 0.57
C: -0.72 -1.34 0.64
C: 0.41 -2.17 0.62
C: 1.67 -1.61 0.55
C: 1.80 -0.24 0.41
C: 0.69 0.57 0.40
C: -0.59 0.05 0.54
S: 3.40 0.52 0.12
O: 3.81 -0.08 -1.14
O: 4.21 0.16 1.26
O: 3.09 1.94 0.01
H: -2.07 -2.84 1.00
H: -2.71 -1.34 1.07
H: 0.30 -3.24 0.70
H: 2.55 -2.24 0.56
H: 0.83 1.63 0.28
H: -1.44 0.71 0.67
C: -5.43 -6.02 -4.68
C: -4.63 -5.01 -3.92
C: -3.90 -5.35 -2.79
C: -3.19 -4.38 -2.11
N: -3.17 -3.10 -2.48
C: -3.87 -2.76 -3.58
C: -4.60 -3.67 -4.31
H: -5.04 -7.03 -4.52
H: -5.43 -5.80 -5.75
H: -6.46 -6.00 -4.34
H: -3.87 -6.38 -2.44
H: -2.62 -4.64 -1.23
H: -3.83 -1.72 -3.87
H: -5.14 -3.34 -5.19
N: -2.94 5.35 -0.92
C: -2.97 4.27 -0.11
O: -2.92 4.31 1.10
C: -3.01 2.92 -0.78
C: -3.85 1.94 -0.25
C: -3.75 0.66 -0.74
N: -2.85 0.30 -1.66
C: -2.09 1.26 -2.21
C: -2.16 2.58 -1.81
H: -2.94 6.26 -0.49
H: -3.13 5.28 -1.90
H: -4.54 2.18 0.54
H: -4.39 -0.13 -0.35
H: -1.38 0.94 -2.97
H: -1.49 3.30 -2.26
O: -0.47 -1.44 -2.78
S: 1.03 -1.04 -2.73
C: 1.11 0.46 -3.67
C: 0.52 0.54 -4.93
C: 0.54 1.75 -5.60
C: 1.15 2.85 -5.02
C: 1.75 2.75 -3.77
C: 1.73 1.55 -3.08
C: 1.81 -2.20 -3.82
C: 3.20 -2.24 -3.76
C: 3.86 -3.12 -4.61
C: 3.14 -3.93 -5.47
C: 1.75 -3.89 -5.49
C: 1.07 -3.01 -4.66
H: 0.06 -0.34 -5.38
H: 0.09 1.83 -6.58
H: 1.18 3.79 -5.55
H: 2.24 3.61 -3.33
H: 2.21 1.46 -2.11
H: 3.74 -1.60 -3.07
H: 4.94 -3.17 -4.59
H: 3.67 -4.62 -6.12
H: 1.20 -4.53 -6.16
H: -0.01 -2.96 -4.66

Löwdin population analysis, charges in e, atoms 1 to 6: Mg 0.685; Ge 1.322; C -0.377; C -0.119; C -0.055; C -0.031

---

Most stable of them? w.